No. 1
{"formula": "C6H9NO", "method": "ωB97M-V/def2-TZVPD", "elements": ["C", "C", "C", "C", "C", "C", "H", "H", "H", "H", "H", "H", "H", "H", "H", "N", "O"], "positions_angstrom": [[-0.779, -0.261, -0.007], [-0.095, -1.252, -1.076], [1.143, -0.389, -0.688], [1.243, -0.699, 0.826], [0.055, -0.915, 1.220], [0.167, 0.868, -0.580], [-2.128, 1.126, 0.661], [-2.828, -0.314, 0.620], [0.029, -2.309, -0.862], [-0.531, -1.180, -2.080], [2.036, -0.222, -1.259], [2.136, -0.606, 1.467], [-0.335, -1.112, 2.230], [-0.108, 1.320, -1.543], [1.181, 1.633, 0.893], [-2.127, 0.264, 0.101], [0.628, 1.962, 0.125]], "homo_lumo_gap_ev": 9.786, "e_above_lowest_kcal_mol": 76.8}

No. 2
{"formula": "C42H28ClF5O5P2S2Tl", "method": "ωB97M-V/def2-TZVPD", "elements": ["Tl", "O", "S", "C", "C", "C", "C", "C", "C", "P", "C", "C", "C", "C", "C", "C", "C", "C", "C", "C", "C", "C", "C", "C", "C", "C", "C", "C", "P", "C", "C", "C", "C", "C", "C", "C", "C", "C", "C", "C", "C", "H", "H", "H", "H", "H", "H", "H", "H", "H", "H", "H", "H", "H", "H", "H", "H", "H", "H", "H", "H", "H", "H", "H", "H", "H", "H", "H", "H", "F", "C", "C", "F", "C", "F", "C", "S", "C", "F", "C", "F", "O", "Cl", "O", "O", "O"], "positions_angstrom": [[-1.222, 2.002, -1.270], [1.281, -2.026, -2.511], [1.366, -1.514, -1.133], [2.959, -2.013, -0.434], [3.543, -3.217, -0.779], [4.827, -3.492, -0.322], [5.515, -2.558, 0.441], [4.925, -1.348, 0.782], [3.629, -1.076, 0.358], [2.742, 0.467, 0.726], [3.704, 1.385, 1.940], [4.048, 2.715, 1.704], [4.767, 3.424, 2.652], [5.150, 2.818, 3.838], [4.822, 1.490, 4.075], [4.102, 0.775, 3.134], [2.845, 1.290, -0.907], [3.534, 0.610, -1.926], [3.813, 1.240, -3.126], [3.419, 2.550, -3.341], [2.734, 3.225, -2.345], [2.440, 2.601, -1.145], [0.388, -2.536, -0.068], [-0.256, -3.638, -0.594], [-1.008, -4.440, 0.253], [-1.100, -4.130, 1.602], [-0.446, -3.021, 2.117], [0.300, -2.194, 1.277], [1.154, -0.803, 2.116], [2.124, -1.793, 3.311], [1.930, -1.665, 4.687], [2.571, -2.532, 5.562], [3.404, -3.527, 5.082], [3.577, -3.680, 3.712], [2.934, -2.830, 2.832], [-0.077, 0.083, 3.051], [-1.434, -0.104, 2.794], [-2.370, 0.462, 3.645], [-1.957, 1.216, 4.731], [-0.605, 1.453, 4.953], [0.338, 0.904, 4.107], [3.014, -3.912, -1.420], [5.300, -4.429, -0.585], [6.522, -2.771, 0.774], [5.471, -0.623, 1.370], [3.764, 3.209, 0.788], [5.022, 4.457, 2.460], [5.706, 3.379, 4.578], [5.133, 1.005, 4.991], [3.873, -0.261, 3.332], [3.872, -0.405, -1.812], [4.341, 0.692, -3.895], [3.645, 3.039, -4.280], [2.410, 4.246, -2.496], [1.900, 3.160, -0.413], [-0.176, -3.840, -1.654], [-1.524, -5.304, -0.143], [-1.687, -4.752, 2.263], [-0.526, -2.797, 3.173], [1.277, -0.908, 5.087], [2.404, -2.427, 6.625], [3.900, -4.199, 5.770], [4.199, -4.476, 3.325], [3.038, -3.004, 1.772], [-1.766, -0.694, 1.950], [-3.423, 0.329, 3.438], [-2.694, 1.655, 5.390], [-0.287, 2.080, 5.774], [1.389, 1.114, 4.263], [-5.751, -2.969, -3.344], [-5.246, -1.967, -2.628], [-3.885, -1.878, -2.413], [-3.068, -2.802, -2.931], [-3.377, -0.834, -1.665], [-2.027, -0.819, -1.484], [-4.163, 0.165, -1.103], [-3.558, 1.474, -0.102], [-5.533, 0.040, -1.349], [-6.378, 0.943, -0.854], [-6.073, -0.997, -2.087], [-7.386, -1.070, -2.286], [0.365, 4.157, 0.551], [0.258, 3.198, 1.618], [0.858, 1.887, 1.153], [0.992, 3.614, 2.767], [-1.114, 2.931, 1.889]], "homo_lumo_gap_ev": 4.839, "e_above_lowest_kcal_mol": 4.4, "total_charge": 1}

No. 3
{"formula": "C5H9F3O3SSi", "method": "ωB97M-V/def2-TZVPD", "elements": ["C", "C", "C", "C", "C", "O", "O", "O", "F", "F", "F", "Si", "S", "H", "H", "H", "H", "H", "H", "H", "H", "H"], "positions_angstrom": [[-4.025, 0.094, 0.119], [-2.823, 0.586, -0.048], [1.566, -0.873, -1.452], [2.101, 1.946, 0.023], [1.592, -0.961, 1.498], [-1.531, -1.295, 1.199], [-1.376, -1.146, -1.236], [-0.316, 0.609, -0.019], [-4.327, -1.150, 0.020], [-5.093, 0.882, 0.185], [-2.515, 1.883, -0.107], [1.280, 0.232, 0.046], [-1.411, -0.519, 0.041], [0.798, -1.504, -1.570], [1.636, -0.441, -2.447], [2.553, -1.349, -1.544], [1.958, 2.402, 1.021], [3.205, 1.822, -0.232], [1.873, 2.494, -0.877], [1.234, -0.492, 2.501], [0.975, -1.767, 1.450], [2.644, -1.454, 1.429]], "homo_lumo_gap_ev": 10.926}

No. 4
{"formula": "C7H9B2Cl4O", "method": "ωB97M-V/def2-TZVPD", "elements": ["Cl", "B", "Cl", "Cl", "O", "C", "C", "C", "C", "C", "Cl", "C", "C", "H", "H", "H", "H", "H", "H", "B", "H", "H", "H"], "positions_angstrom": [[4.839, 5.140, 0.662], [5.101, 4.766, 2.491], [5.867, 6.189, 3.434], [3.214, 4.691, 3.099], [5.790, 3.540, 2.760], [5.008, 2.418, 3.123], [5.754, 1.080, 3.090], [5.635, 0.280, 4.249], [6.499, -0.827, 4.374], [7.272, -1.252, 3.270], [8.309, -2.618, 3.396], [7.179, -0.558, 2.049], [6.322, 0.556, 1.915], [4.581, 2.612, 4.127], [4.992, 0.581, 5.099], [6.544, -1.399, 5.294], [7.762, -0.890, 1.181], [6.222, 1.094, 0.948], [4.193, 2.238, 2.434], [1.916, 1.848, 0.172], [2.793, 1.016, -0.142], [1.535, 1.675, 1.361], [2.297, 3.023, -0.004]], "homo_lumo_gap_ev": 7.555, "e_above_lowest_kcal_mol": 0.0, "total_charge": -1}

Across the entries above, E takes the values -363.9019 -4604.0238 -1408.8773 -2237.9938 hartree, respectively.